Record 1
38
Properties=species:S:1:pos:R:3 method="wB97M-V/def2-TZVPD" orbital_gap_ev=8.94 smiles=CCNCCS.O.O.O.O.O.O.O
C 0.302 2.810 -0.160
C -0.271 1.701 -1.062
N -1.660 1.410 -0.645
C -1.782 -0.051 -0.463
C -2.294 -0.622 -1.786
S -2.542 -2.447 -1.749
H 0.517 2.382 0.835
H -0.547 3.411 0.135
H 1.217 3.377 -0.325
H -0.317 2.276 -1.998
H 0.336 0.812 -1.244
H -1.790 1.691 0.381
H -0.811 -0.466 -0.121
H -2.566 -0.132 0.316
H -1.561 -0.368 -2.558
H -3.280 -0.232 -2.117
H -1.365 -2.942 -1.275
O 2.491 -1.658 -1.023
H 3.007 -2.181 -1.647
H 2.009 -0.911 -1.410
O 0.886 2.187 3.423
H 1.517 2.534 2.795
H 1.279 1.645 4.114
O -1.828 2.035 2.254
H -2.209 2.823 2.658
H -0.929 2.034 2.648
O 0.134 -2.629 0.852
H -0.548 -3.210 0.506
H 0.787 -2.405 0.182
O 3.324 1.323 2.555
H 2.749 0.633 2.175
H 3.605 0.701 3.249
O 0.981 -0.432 -3.436
H 1.230 0.501 -3.382
H 0.204 -0.340 -4.002
O 2.687 -1.152 1.949
H 2.598 -1.689 1.130
H 2.128 -1.788 2.430

---

Record 2
12
Properties=species:S:1:pos:R:3 method="wB97M-V/def2-TZVPD" total_charge=+1 orbital_gap_ev=8.17
C -1.592 -1.392 -0.111
C -0.406 -0.538 0.144
N 1.540 1.795 -0.217
Se 1.333 -0.731 0.022
H -2.094 -1.732 0.800
H -1.534 -2.223 -0.919
H -2.416 -0.822 -0.450
H -0.893 0.510 0.334
H 0.731 2.372 -0.090
H 1.872 2.151 -1.087
H 2.104 1.699 0.636
H 1.256 -2.132 -0.093

---

Record 3
36
Properties=species:S:1:pos:R:3 method="wB97M-V/def2-TZVPD" orbital_gap_ev=7.66
O -1.315 -1.033 -1.937
C -0.586 -0.129 -1.812
N -0.736 0.986 -1.080
H -0.076 1.675 -1.224
C -2.201 1.227 -0.630
C -1.735 2.031 0.568
C -2.330 2.104 1.673
C -1.802 2.882 2.718
C -0.770 3.384 1.926
O -0.773 2.945 0.698
H 0.174 4.132 2.192
H -1.958 3.083 3.711
H -3.431 1.414 2.080
H -2.408 0.310 -0.311
H -2.706 1.756 -1.227
C 0.892 -0.248 -2.753
C 0.982 -1.554 -3.338
H 1.638 -1.555 -4.267
H 0.114 -2.198 -3.238
S 2.232 -2.695 -2.226
C 0.954 -3.124 -0.781
C 1.239 -1.969 0.188
C 2.331 -1.304 0.628
C 2.414 -0.268 1.484
C 1.023 -0.224 2.424
C -0.129 -0.610 2.007
C -0.255 -1.546 0.829
H -0.979 -2.172 0.843
H -0.936 -0.370 2.354
Cl 1.121 1.281 3.448
H 3.198 0.125 1.893
H 3.027 -1.645 0.052
H 0.030 -3.157 -1.130
H 1.265 -3.959 -0.440
H 0.736 0.456 -3.509
H 1.756 -0.031 -1.809

---

Record 4
23
Properties=species:S:1:pos:R:3 method="wB97M-V/def2-TZVPD" orbital_gap_ev=9.96 smiles=Cc1ccccc1.CC
C -1.150 2.645 -1.296
C -1.659 1.245 -0.939
C -3.021 1.097 -0.663
C -3.453 -0.092 -0.088
C -2.608 -1.160 0.137
C -1.239 -0.915 0.060
C -0.775 0.249 -0.537
H -0.155 2.546 -1.740
H -0.949 3.197 -0.382
H -1.846 3.042 -2.028
H -3.743 1.794 -1.057
H -4.490 -0.206 0.133
H -2.969 -2.146 0.397
H -0.456 -1.613 0.340
H 0.297 0.378 -0.616
C 3.972 -1.124 1.655
C 3.082 -1.340 0.410
H 3.639 -0.229 2.179
H 3.895 -1.926 2.388
H 5.010 -1.039 1.358
H 3.720 -1.655 -0.416
H 2.434 -0.509 0.177
H 2.463 -2.237 0.528

---

Record 5
16
Properties=species:S:1:pos:R:3 method="wB97M-V/def2-TZVPD" total_charge=+1 orbital_gap_ev=10.49
C 1.056 0.122 -0.699
C -1.132 0.241 1.046
N 0.873 1.106 -1.673
N -2.387 0.306 0.609
N 0.861 -1.123 -1.065
N 1.097 -0.440 1.925
O 1.424 0.511 0.387
O 1.711 -1.400 1.924
O -0.531 -0.818 1.276
H -0.775 1.149 1.438
H 1.193 1.990 -1.326
H 1.140 0.703 -2.602
H -2.680 1.225 0.462
H -3.001 -0.409 0.333
H 1.013 -1.835 -0.271
H 0.138 -1.327 -1.764

---

Record 6
15
Properties=species:S:1:pos:R:3 method="wB97M-V/def2-TZVPD" orbital_gap_ev=9.08
C 1.921 -0.014 0.226
C 0.412 -0.004 0.047
C -0.719 -0.909 0.561
C -1.684 -0.174 -0.412
C -0.536 0.761 -0.890
H 2.260 0.813 1.225
H 2.289 -0.953 0.610
H 2.438 0.446 -0.602
H 0.848 0.663 0.873
H -0.666 -1.997 0.427
H -0.935 -0.709 1.617
H -2.533 0.332 0.063
H -2.072 -0.821 -1.205
H -0.660 1.800 -0.564
H -0.363 0.766 -1.975

---

HOMO energy values (in eV) by entry order: -8.73, -14.26, -8.04, -8.96, -14.65, -8.10.
Largest force on an atom values (in hartree/bohr) by entry order: 0.057, 0.071, 0.276, 0.039, 0.088, 0.087.
Calculated total energy values (in Ha) by entry order: -1146.963782, -2536.826670, -1644.341802, -351.303743, -524.825414, -196.350280.